No. 1
Entry from the OMol25 dataset: 8 unconnected molecules or ions with the total composition C9H34N12O8 at a distorted geometry (ωB97M-V/def2-TZVPD).

Geometry as XYZ:
```
63
Properties=species:S:1:pos:R:3:forces:R:3
N 9.795 9.099 -28.644 -1.84 -3.13 1.76
C 9.903 10.101 -29.419 -2.32 5.47 -3.38
N 11.189 10.316 -29.741 -1.34 2.44 -1.32
O 8.854 10.891 -29.881 4.71 -3.73 1.80
H 8.887 8.882 -28.268 -0.06 0.10 0.06
H 10.622 8.637 -28.250 -0.45 0.70 -0.13
H 11.335 11.224 -30.179 0.51 -0.71 0.06
H 11.919 9.728 -29.386 1.04 0.00 -0.19
N 12.089 8.118 -27.505 -2.59 2.23 3.68
C 12.848 7.796 -28.484 4.46 8.00 -3.07
N 12.878 6.549 -28.652 2.96 -6.49 -2.78
O 13.545 8.710 -29.259 -3.24 -4.08 3.25
H 12.074 9.073 -27.111 0.21 -0.07 -0.24
H 11.381 7.445 -27.034 1.68 0.88 -0.73
H 13.674 6.231 -29.198 -0.37 0.07 -0.38
H 12.688 5.901 -27.892 -0.15 0.44 0.13
N 10.238 6.438 -29.359 2.49 2.33 0.09
C 9.625 5.367 -29.763 1.79 -6.28 0.80
N 8.402 5.623 -30.156 -3.10 -2.76 -1.99
O 10.173 4.134 -29.596 -2.22 5.18 -0.81
H 11.264 6.331 -29.233 -0.75 0.32 -0.39
H 9.860 7.392 -29.496 0.37 -0.89 -0.25
H 7.881 4.824 -30.616 0.85 1.62 1.00
H 8.055 6.571 -30.225 0.02 -0.05 -0.21
N 11.667 4.777 -26.968 3.26 -4.16 -3.26
C 11.048 5.531 -26.118 0.26 -1.86 9.83
N 10.284 6.416 -26.706 -3.69 1.98 0.22
O 11.195 5.368 -24.737 -0.65 1.53 -7.17
H 12.498 4.175 -26.815 -1.30 0.64 1.17
H 11.267 4.476 -27.876 -0.47 0.54 0.36
H 9.607 7.020 -26.175 1.13 -0.97 -0.05
H 10.012 6.299 -27.697 0.46 -0.21 0.64
N 7.154 12.289 -28.388 -0.25 4.91 2.07
C 6.096 11.658 -28.044 -4.46 4.46 6.73
N 5.996 10.514 -28.578 -2.57 -6.46 -2.96
O 5.141 11.990 -27.108 4.31 -0.87 -4.30
H 7.329 13.156 -27.904 0.10 -0.11 -0.08
H 7.849 11.886 -28.907 2.29 -1.39 -1.74
H 5.016 10.251 -28.429 0.56 -0.65 -0.39
H 6.480 10.191 -29.432 -0.34 0.80 0.73
N 8.624 8.112 -25.321 3.37 1.61 4.55
C 8.250 9.091 -26.107 2.83 7.06 -1.85
N 7.525 8.670 -27.110 -2.96 0.64 -3.06
O 8.808 10.358 -26.122 -2.98 -6.48 0.76
H 9.220 8.591 -24.557 -1.22 -1.85 -1.09
H 8.025 7.356 -25.101 -0.72 -0.44 0.59
H 7.011 9.396 -27.700 0.54 -0.89 0.86
H 7.343 7.699 -27.362 0.00 0.39 0.75
C 14.423 10.711 -25.964 -1.23 2.06 0.80
C 13.337 11.105 -26.954 1.84 -0.26 -0.77
O 12.084 10.678 -26.540 -1.74 -0.12 0.53
H 15.341 11.230 -26.156 0.58 0.06 -0.53
H 14.553 9.689 -25.939 0.51 -2.31 -0.06
H 14.164 11.024 -24.944 -0.26 -0.04 -0.17
H 13.579 10.649 -27.930 0.02 0.24 0.19
H 13.347 12.162 -27.060 -0.03 1.11 -0.17
H 11.385 11.218 -26.954 0.32 -0.40 0.36
C 7.226 8.889 -31.426 0.14 2.33 -2.18
O 7.136 8.245 -30.191 -0.31 -0.68 0.48
H 6.913 8.295 -32.288 -0.10 -0.35 0.28
H 8.232 9.261 -31.645 0.08 -0.56 0.53
H 6.666 9.865 -31.498 0.02 -0.96 0.44
H 6.289 7.781 -30.193 0.00 0.10 0.20
```
Forces are in eV/Å.

Values from the calculation:
- Net charge: 0
- Total energy: -44144.0644 eV
- LUMO level: -0.41 eV
- M: 438.45 g mol⁻¹
- Energy above the lowest of the compared OMol25 structures with the same formula, charge and spin: 149.4 kcal/mol

What are the natural (NBO) partial charges on each atom? They are as follows, in elementary charge units:
1. N -0.870
2. C 0.795
3. N -0.833
4. O -0.834
5. H 0.422
6. H 0.415
7. H 0.412
8. H 0.431
9. N -0.896
10. C 0.757
11. N -0.843
12. O -0.767
13. H 0.449
14. H 0.418
15. H 0.418
16. H 0.419
17. N -0.905
18. C 0.768
19. N -0.831
20. O -0.758
21. H 0.436
22. H 0.426
23. H 0.419
24. H 0.417
25. N -0.870
26. C 0.759
27. N -0.898
28. O -0.707
29. H 0.424
30. H 0.446
31. H 0.428
32. H 0.423
33. N -0.779
34. C 0.753
35. N -0.863
36. O -0.765
37. H 0.401
38. H 0.430
39. H 0.421
40. H 0.425
41. N -0.848
42. C 0.757
43. N -0.875
44. O -0.713
45. H 0.450
46. H 0.416
47. H 0.453
48. H 0.393
49. C -0.621
50. C -0.083
51. O -0.733
52. H 0.216
53. H 0.205
54. H 0.209
55. H 0.189
56. H 0.164
57. H 0.501
58. C -0.283
59. O -0.744
60. H 0.175
61. H 0.223
62. H 0.180
63. H 0.480

No. 2
Entry from the OMol25 dataset: 9 unconnected molecules or ions with the total composition C9H36N10O9 at a distorted geometry (ωB97M-V/def2-TZVPD).

Geometry as XYZ:
```
64
Properties=species:S:1:pos:R:3:forces:R:3
N -2.587 -1.836 1.532 -2.53 -0.76 -3.23
C -2.704 -0.989 2.520 -4.92 5.53 1.10
N -1.824 -1.166 3.479 2.21 0.16 1.90
O -3.668 -0.023 2.551 4.06 -4.49 -0.27
H -3.356 -1.870 0.865 0.39 0.27 0.37
H -1.868 -2.464 1.312 1.11 -0.62 0.49
H -1.740 -0.421 4.195 -0.09 -0.74 -1.04
H -0.987 -1.748 3.201 -1.34 1.22 1.09
N 3.320 -1.300 -2.630 -0.14 -3.82 0.27
C 3.473 -0.091 -3.098 7.34 3.87 -0.85
N 2.411 0.695 -2.933 -1.25 3.50 -1.19
O 4.729 0.323 -3.342 -5.90 -1.37 0.52
H 4.107 -1.937 -2.728 -0.27 0.40 -0.13
H 2.413 -1.719 -2.643 -0.50 -0.30 0.03
H 2.396 1.684 -3.291 0.91 -1.67 0.24
H 1.439 0.400 -2.930 0.04 -0.76 0.25
N 3.026 1.761 -0.222 -1.96 5.21 -0.71
C 3.512 0.879 0.546 2.21 -0.72 9.87
N 3.637 -0.301 0.005 1.44 -4.49 0.02
O 3.774 1.047 1.928 -1.24 -0.54 -6.95
H 2.744 2.682 0.133 0.47 -0.90 -0.03
H 2.894 1.590 -1.180 -0.06 -0.27 -1.25
H 4.106 -1.057 0.531 -0.47 1.24 -0.10
H 3.314 -0.661 -0.892 0.36 0.83 0.05
N -4.176 3.336 -0.161 -2.87 1.09 -0.39
C -2.911 3.124 -0.279 4.42 -5.52 5.08
N -2.364 3.824 -1.199 6.15 1.92 -4.58
O -2.169 2.225 0.513 -3.77 4.59 -4.10
H -4.559 2.911 0.611 -1.39 -1.16 1.98
H -4.683 4.134 -0.563 0.71 -0.76 0.31
H -1.340 3.680 -1.490 -2.29 0.03 1.38
H -2.795 4.350 -1.938 -0.87 -0.02 0.38
N -0.465 -3.405 -0.016 3.21 -1.65 3.98
C -1.419 -3.376 -0.895 -4.98 -2.53 -1.95
N -1.335 -2.247 -1.547 -1.48 2.30 -3.17
O -2.397 -4.250 -1.111 4.40 3.05 1.17
H -0.531 -4.270 0.532 0.68 0.80 0.07
H 0.210 -2.587 0.222 -1.86 -2.11 -0.78
H -2.033 -2.172 -2.282 0.37 0.46 0.35
H -0.749 -1.458 -1.281 -0.23 -0.63 -0.39
C 0.137 1.758 3.248 -1.50 0.20 -0.71
O -1.287 1.881 3.378 1.14 -0.09 1.69
H 0.314 2.187 2.297 1.07 0.60 -0.97
H 0.455 0.739 3.189 0.20 -0.92 0.21
H 0.717 2.267 3.985 -0.06 0.45 0.76
H -1.617 1.791 2.494 -0.91 -0.03 -0.83
C 1.668 -1.980 2.363 1.18 -0.84 0.96
O 0.369 -2.416 2.577 -0.65 -0.24 -0.05
H 1.626 -0.980 2.653 0.67 1.95 -0.29
H 1.964 -2.204 1.347 0.40 0.46 -0.31
H 2.352 -2.474 3.079 -0.05 0.12 -0.42
H 0.444 -3.337 2.456 -0.65 -1.89 0.10
C -1.357 0.911 -3.115 2.17 1.71 0.27
O -0.201 0.128 -3.263 0.17 -0.81 -1.57
H -1.301 1.581 -2.287 0.67 0.59 0.55
H -2.123 0.332 -2.872 -3.67 -2.69 0.76
H -1.546 1.438 -3.998 -0.46 1.02 -1.34
H -0.304 -0.233 -4.176 0.53 0.07 1.12
C -0.184 0.233 0.175 -0.39 4.05 3.10
O 0.794 -0.434 -0.435 2.59 -2.50 -1.40
H -0.551 -0.085 1.141 0.01 -1.03 0.24
H -0.979 0.384 -0.450 -2.30 0.02 -1.50
H 0.095 1.286 0.440 0.12 -0.63 -0.50
H 1.664 -0.068 -0.240 -0.36 -0.21 0.30
```
Forces are in eV/Å.

Values from the calculation:
- Net charge: 0
- Total energy: -43242.5252 eV
- LUMO level: -0.42 eV
- M: 428.45 g mol⁻¹
- Energy above the lowest of the compared OMol25 structures with the same formula, charge and spin: 162.4 kcal/mol

What are the natural (NBO) partial charges on each atom? They are as follows, in elementary charge units:
1. N -0.836
2. C 0.756
3. N -0.848
4. O -0.760
5. H 0.410
6. H 0.393
7. H 0.425
8. H 0.413
9. N -0.832
10. C 0.742
11. N -0.877
12. O -0.690
13. H 0.427
14. H 0.399
15. H 0.409
16. H 0.440
17. N -0.806
18. C 0.740
19. N -0.854
20. O -0.762
21. H 0.420
22. H 0.406
23. H 0.415
24. H 0.407
25. N -0.786
26. C 0.759
27. N -0.804
28. O -0.781
29. H 0.424
30. H 0.396
31. H 0.406
32. H 0.394
33. N -0.870
34. C 0.743
35. N -0.840
36. O -0.719
37. H 0.406
38. H 0.443
39. H 0.400
40. H 0.421
41. C -0.239
42. O -0.739
43. H 0.160
44. H 0.140
45. H 0.182
46. H 0.500
47. C -0.247
48. O -0.722
49. H 0.213
50. H 0.153
51. H 0.175
52. H 0.469
53. C -0.244
54. O -0.736
55. H 0.190
56. H 0.174
57. H 0.168
58. H 0.484
59. C -0.275
60. O -0.780
61. H 0.182
62. H 0.178
63. H 0.184
64. H 0.504

No. 3
Entry from the OMol25 dataset: 9 unconnected molecules or ions with the total composition C9H36N8O9 at a distorted geometry (ωB97M-V/def2-TZVPD).

Geometry as XYZ:
```
62
Properties=species:S:1:pos:R:3:forces:R:3
N 1.143 -0.678 0.728 2.62 -0.42 4.67
C 0.878 -0.678 -0.532 5.26 1.65 -7.28
N -0.417 -0.548 -0.831 0.08 -0.51 -0.40
O 1.924 -0.551 -1.475 -5.70 -0.63 4.66
H 2.109 -0.566 1.060 0.17 -0.70 -0.57
H 0.542 -1.057 1.483 0.15 -0.22 -1.19
H -0.605 -0.371 -1.815 -0.24 -0.58 -0.03
H -1.102 -0.975 -0.178 0.48 0.43 -1.31
N -2.301 -1.218 0.943 -2.68 3.39 -2.30
C -1.656 -2.016 1.709 -1.59 -8.90 3.59
N -0.779 -1.406 2.497 2.13 -1.37 2.63
O -1.953 -3.331 1.845 1.65 6.27 -0.80
H -3.201 -1.599 0.639 0.44 0.68 -0.13
H -2.078 -0.168 1.032 -1.52 -1.94 -0.31
H -0.394 -2.034 3.225 -0.48 0.81 -0.71
H -0.748 -0.390 2.602 -0.51 -0.55 0.33
N -0.263 1.220 2.184 2.91 -0.68 4.56
C -1.286 1.890 1.774 -6.10 4.78 3.58
N -1.493 1.677 0.502 -4.44 2.51 -2.09
O -2.162 2.606 2.562 4.63 -3.57 -3.65
H -0.062 1.319 3.189 0.06 0.20 -0.93
H 0.381 0.664 1.623 -0.02 0.79 -0.36
H -2.321 2.171 0.066 1.71 -0.82 0.79
H -0.865 1.188 -0.055 1.26 -0.69 -1.33
N 3.322 1.136 3.966 -1.17 1.51 2.00
C 3.191 -0.073 3.460 3.99 -3.02 -7.30
N 2.555 -1.017 4.090 -3.72 -1.28 3.56
O 3.750 -0.540 2.297 -2.03 3.18 4.30
H 3.913 1.851 3.581 0.02 -0.27 -0.44
H 2.764 1.422 4.803 0.98 -0.50 -1.20
H 2.332 -1.934 3.701 0.75 0.81 -0.35
H 1.901 -0.755 4.852 0.91 -0.36 -0.54
C -3.716 0.920 -1.948 -0.23 1.58 -3.28
O -5.007 0.879 -1.454 -1.31 -0.09 1.46
H -3.559 1.886 -2.504 0.36 -0.58 0.81
H -3.655 0.212 -2.763 0.14 -0.53 -0.31
H -2.870 0.700 -1.329 -0.08 0.05 1.13
H -5.581 1.637 -1.675 1.04 -0.51 0.06
C 3.368 2.597 0.518 1.34 2.60 2.37
O 2.035 2.260 0.406 -0.62 0.43 0.30
H 3.903 2.588 -0.390 0.61 -0.40 -1.23
H 3.985 2.130 1.326 -0.76 -0.63 -0.76
H 3.418 3.661 0.885 -0.29 -0.60 -0.62
H 1.992 1.324 0.479 -0.10 -1.24 -0.30
C 0.883 -4.150 -0.532 -0.24 -2.85 -1.34
O -0.414 -3.733 -0.877 -1.01 1.47 -0.12
H 1.572 -3.415 -0.146 0.08 0.22 0.08
H 1.270 -4.720 -1.421 0.49 1.13 0.39
H 0.745 -5.051 0.112 0.07 1.14 0.44
H -0.486 -2.810 -1.211 0.74 -1.09 0.33
C 0.215 2.248 -2.860 -2.00 -0.23 -2.17
O 0.031 3.661 -3.075 0.37 -0.87 0.13
H 0.753 1.727 -3.701 -0.11 0.64 0.93
H -0.801 1.776 -2.820 0.63 0.16 -0.08
H 0.631 2.082 -1.925 1.36 -0.16 1.53
H -0.634 3.675 -3.759 -0.19 0.53 -0.33
C -0.541 -1.201 -4.430 -3.63 -1.97 -0.50
O -1.242 -0.783 -3.276 -0.69 1.63 0.30
H -1.186 -1.127 -5.341 0.41 0.15 0.55
H -0.435 -2.243 -4.217 1.26 -0.82 -0.71
H 0.302 -0.635 -4.573 2.12 1.07 0.10
H -1.994 -1.332 -3.028 0.22 -0.24 -0.59
```
Forces are in eV/Å.

Values from the calculation:
- Net charge: 0
- Total energy: -40260.6037 eV
- LUMO level: -0.29 eV
- M: 400.43 g mol⁻¹
- Energy above the lowest of the compared OMol25 structures with the same formula, charge and spin: 179.8 kcal/mol

What are the natural (NBO) partial charges on each atom? They are as follows, in elementary charge units:
1. N -0.920
2. C 0.761
3. N -0.934
4. O -0.737
5. H 0.453
6. H 0.414
7. H 0.451
8. H 0.407
9. N -0.861
10. C 0.751
11. N -0.883
12. O -0.685
13. H 0.449
14. H 0.431
15. H 0.423
16. H 0.415
17. N -0.865
18. C 0.750
19. N -0.844
20. O -0.725
21. H 0.409
22. H 0.424
23. H 0.432
24. H 0.418
25. N -0.804
26. C 0.741
27. N -0.798
28. O -0.751
29. H 0.433
30. H 0.399
31. H 0.430
32. H 0.372
33. C -0.248
34. O -0.736
35. H 0.173
36. H 0.161
37. H 0.162
38. H 0.488
39. C -0.241
40. O -0.719
41. H 0.177
42. H 0.155
43. H 0.162
44. H 0.467
45. C -0.257
46. O -0.739
47. H 0.181
48. H 0.163
49. H 0.183
50. H 0.468
51. C -0.249
52. O -0.714
53. H 0.168
54. H 0.141
55. H 0.198
56. H 0.456
57. C -0.229
58. O -0.753
59. H 0.161
60. H 0.183
61. H 0.201
62. H 0.483

No. 4
Entry from the OMol25 dataset: 9 unconnected molecules or ions with the total composition C9H36O9 at a distorted geometry (ωB97M-V/def2-TZVPD).

Geometry as XYZ:
```
54
Properties=species:S:1:pos:R:3:forces:R:3
C -4.265 0.732 0.046 -1.23 0.87 0.10
O -4.604 2.071 -0.360 0.80 0.02 -0.44
H -4.651 0.118 -0.768 -0.05 -0.35 0.36
H -3.214 0.483 0.194 0.23 0.58 -0.06
H -4.804 0.613 0.985 0.09 -0.94 -0.05
H -4.853 2.613 0.393 0.19 -0.20 0.09
C -1.822 -1.006 -3.959 -0.21 1.82 0.72
O -1.192 -0.307 -4.987 0.86 0.18 -2.11
H -2.870 -0.735 -4.091 -0.48 -1.23 0.57
H -1.540 -2.059 -3.920 -0.26 0.17 -0.07
H -1.473 -0.403 -3.121 -0.27 -1.01 1.23
H -1.813 0.381 -5.235 0.38 0.08 -0.30
C 2.262 -0.996 -3.705 -0.45 -0.79 -0.32
O 3.337 -1.527 -2.998 0.33 -1.03 0.31
H 1.504 -0.527 -3.077 0.31 0.93 0.03
H 2.645 -0.450 -4.567 -0.52 0.63 0.12
H 1.666 -1.822 -4.093 0.24 -0.33 -0.33
H 3.649 -0.947 -2.300 0.06 0.56 0.07
C -2.147 -3.614 -1.295 -0.54 0.27 0.28
O -2.541 -4.107 -0.004 0.40 -0.21 -0.55
H -2.200 -2.526 -1.273 0.40 0.16 -0.12
H -1.148 -3.967 -1.553 0.02 0.11 0.40
H -2.793 -3.918 -2.118 -0.26 -0.35 0.13
H -3.498 -4.100 0.067 0.00 0.06 -0.13
C 1.919 2.733 3.870 -0.91 0.81 -0.14
O 2.652 3.117 2.730 1.52 -0.45 0.21
H 1.205 1.947 3.623 -0.29 0.11 0.05
H 2.471 2.392 4.746 0.92 -0.08 -0.58
H 1.448 3.653 4.216 -0.76 -0.22 0.31
H 2.053 3.355 2.018 -0.46 -0.30 0.25
C 0.661 -1.375 4.639 -0.12 0.08 -0.29
O -0.255 -0.385 4.075 0.83 -1.22 0.19
H 0.744 -2.227 3.965 -0.40 0.23 -0.33
H 1.686 -1.016 4.742 -0.10 0.49 0.07
H 0.350 -1.809 5.589 -0.33 0.39 0.09
H -0.508 0.266 4.733 0.19 -0.04 0.15
C 2.983 0.305 -0.218 0.10 -0.08 0.76
O 4.165 0.244 -0.996 0.05 -0.04 -0.91
H 2.684 -0.673 0.159 0.14 -0.10 0.12
H 3.163 0.985 0.614 -0.44 0.03 0.12
H 2.141 0.644 -0.822 0.36 0.24 -0.17
H 4.889 -0.169 -0.519 -0.15 0.02 0.27
C 0.526 3.355 -0.074 0.79 0.10 -2.31
O 0.228 2.786 1.122 -0.45 -0.16 1.83
H 1.439 3.948 -0.020 -0.32 0.67 0.38
H 0.854 2.623 -0.812 -0.20 -0.49 -0.24
H -0.316 3.875 -0.530 0.08 0.50 0.07
H -0.303 1.999 0.976 0.22 -0.39 0.22
C -0.145 -0.921 0.332 -1.17 -0.84 -0.84
O 0.291 0.013 1.215 1.35 1.87 1.03
H -1.229 -0.971 0.429 -0.30 -0.58 -0.36
H 0.087 -0.553 -0.668 0.03 -0.19 -0.13
H 0.289 -1.912 0.466 0.05 -0.14 -0.02
H 0.195 -0.226 2.140 -0.29 -0.22 0.32
```
Forces are in eV/Å.

Values from the calculation:
- Net charge: 0
- Total energy: -28339.0740 eV
- LUMO level: 0.32 eV
- M: 288.38 g mol⁻¹
- Energy above the lowest of the compared OMol25 structures with the same formula, charge and spin: 143.7 kcal/mol

What are the natural (NBO) partial charges on each atom? They are as follows, in elementary charge units:
1. C -0.245
2. O -0.734
3. H 0.178
4. H 0.163
5. H 0.170
6. H 0.468
7. C -0.252
8. O -0.724
9. H 0.166
10. H 0.184
11. H 0.166
12. H 0.463
13. C -0.244
14. O -0.758
15. H 0.153
16. H 0.169
17. H 0.167
18. H 0.490
19. C -0.255
20. O -0.727
21. H 0.160
22. H 0.189
23. H 0.166
24. H 0.467
25. C -0.245
26. O -0.743
27. H 0.165
28. H 0.172
29. H 0.161
30. H 0.486
31. C -0.264
32. O -0.754
33. H 0.189
34. H 0.177
35. H 0.179
36. H 0.484
37. C -0.254
38. O -0.745
39. H 0.168
40. H 0.191
41. H 0.179
42. H 0.478
43. C -0.245
44. O -0.741
45. H 0.172
46. H 0.154
47. H 0.162
48. H 0.496
49. C -0.237
50. O -0.761
51. H 0.154
52. H 0.172
53. H 0.168
54. H 0.504